{
  "formula": "C30H43Cl3LuN5O3Si",
  "method": "ωB97M-V/def2-TZVPD",
  "elements": ["Lu", "Cl", "Cl", "Cl", "Si", "O", "O", "O", "N", "N", "N", "N", "N", "C", "C", "C", "C", "C", "C", "C", "C", "C", "C", "C", "C", "C", "C", "C", "C", "C", "C", "C", "C", "C", "C", "C", "C", "C", "C", "C", "C", "C", "C", "H", "H", "H", "H", "H", "H", "H", "H", "H", "H", "H", "H", "H", "H", "H", "H", "H", "H", "H", "H", "H", "H", "H", "H", "H", "H", "H", "H", "H", "H", "H", "H", "H", "H", "H", "H", "H", "H", "H", "H", "H", "H", "H"],
  "positions_angstrom": [[0.0817, -0.0720, -0.6375], [1.6541, 1.4237, 0.5223], [1.6576, -0.5533, -2.5213], [1.1308, -2.4740, -0.1106], [-0.8113, 0.5554, -6.1354], [0.2536, -0.2799, -7.1285], [-1.8808, -1.2393, -0.8515], [-0.9955, 1.5811, -1.6608], [-1.6152, -3.4661, -1.3795], [-1.0239, 0.3031, 1.7564], [-0.7441, 3.5831, -2.7262], [-1.2537, 0.6269, 3.9611], [0.3311, 1.1714, 10.5470], [-0.5351, 2.3757, -6.4352], [1.6028, -1.9542, -9.7179], [-0.5195, -0.1047, -4.4513], [1.8825, 2.3213, -10.9816], [0.1866, 4.5188, -3.3677], [0.0451, 1.0911, 9.4134], [1.9887, 1.6376, -9.7707], [-2.3839, 0.4036, 2.0679], [-1.8020, -2.4699, -0.5178], [-2.5461, 0.5998, 3.4098], [-0.2889, 2.5971, -1.9832], [0.9365, 0.8239, -9.3121], [-0.3704, 0.4554, 2.9186], [-0.3605, 1.4686, -11.2602], [1.7896, -1.4378, -8.4972], [-0.9613, -4.7074, -0.9556], [0.7228, 0.8245, 7.0726], [0.4068, 0.7175, 5.7205], [2.1377, -3.2803, -10.1557], [-0.2551, 0.7470, -10.0553], [2.5021, -2.1544, -7.3888], [0.7045, 2.2412, -11.7252], [-2.1555, 3.5920, -3.1317], [-1.6127, -3.1969, -2.8211], [-1.9659, 0.9077, 6.2633], [-1.6343, 1.0196, 7.6202], [1.2677, -0.0619, -8.0938], [-0.2944, 0.9815, 8.0206], [-0.9318, 0.7510, 5.3243], [-2.5392, 0.1593, -6.7198], [0.2548, 4.3004, -4.4454], [2.0400, -4.0676, -9.3952], [-3.2789, 0.7863, -6.1997], [-3.0125, 0.9526, 5.9513], [0.6306, 2.7726, -12.6708], [3.5438, -1.7954, -7.3288], [0.5172, 0.2193, -4.2318], [1.2060, 0.6159, 4.9864], [-2.7600, 3.0298, -2.4055], [0.6931, 0.4948, 3.0886], [2.1178, 0.4022, -7.5725], [-0.6769, 2.5769, -7.5077], [-1.2796, 1.4061, -11.8463], [-2.4202, 1.1370, 8.3732], [1.5663, -3.5759, -11.0456], [1.1844, 4.4139, -2.9090], [-1.8542, -4.1232, -3.3450], [0.4777, 2.7018, -6.1694], [-2.5126, 4.6228, -3.1859], [1.0298, -1.4082, -10.4709], [-1.1853, 0.2870, -3.6685], [2.0123, -1.9555, -6.4248], [-3.1638, 0.3367, 1.3234], [-0.1697, 5.5477, -3.2411], [-2.3617, -2.4291, -3.0528], [0.7625, 2.6690, -1.6444], [-1.7993, -2.7497, 0.5467], [-1.5267, -5.5547, -1.3531], [-2.6181, 0.3513, -7.7985], [0.0688, -4.7323, -1.3342], [-2.7841, -0.8951, -6.5320], [2.9113, 1.6536, -9.1810], [-3.4287, 0.6863, 4.0057], [-0.9278, -4.7625, 0.1397], [-0.5438, -1.2007, -4.4607], [2.7333, 2.9041, -11.3352], [-2.2902, 3.1585, -4.1352], [3.1967, -3.2272, -10.4470], [2.5228, -3.2364, -7.5681], [-1.2480, 3.0152, -5.8985], [1.7612, 0.7867, 7.3912], [-0.6247, -2.8486, -3.1615], [-1.0706, 0.0938, -9.7173]],
  "forces_ev_per_a": [[0.61, -1.56, 0.58], [0.31, 0.48, 0.21], [0.49, 0.41, 0.29], [-0.51, 0.42, 0.73], [0.06, -0.57, -1.20], [-0.59, 0.15, -0.05], [-0.21, -1.34, 0.25], [0.79, 1.73, -0.15], [-0.15, 0.48, 0.07], [0.15, 0.23, 1.15], [-0.30, -0.05, -0.27], [-0.49, -0.18, -1.38], [-0.67, -0.16, -2.57], [0.06, 0.45, 0.06], [0.14, 0.29, 0.59], [0.20, 0.71, -0.36], [0.04, -0.08, 0.31], [0.05, 0.06, 0.10], [0.63, 0.15, 2.52], [-0.43, -0.39, -0.11], [0.69, -0.03, 0.62], [0.97, 0.63, -0.49], [1.07, -0.19, -0.46], [-0.31, -1.31, 0.28], [0.10, -0.13, 0.21], [-1.66, -0.02, -0.61], [-0.02, -0.20, 0.40], [-0.51, 0.05, -0.54], [-0.42, -0.14, 0.14], [-0.18, 0.02, -0.33], [0.01, 0.05, 0.45], [-0.24, -0.33, -0.45], [0.43, 0.23, -0.04], [0.19, -0.07, 0.02], [0.05, -0.12, 0.19], [-0.12, -0.05, -0.21], [0.11, 0.25, 0.10], [0.53, 0.03, 0.47], [-0.22, 0.00, -0.44], [-0.02, 0.06, -0.04], [-0.06, -0.08, -0.21], [-0.20, 0.14, 0.48], [-0.15, 0.02, -0.16], [-0.02, 0.04, 0.41], [0.00, 0.22, -0.22], [0.10, -0.17, -0.12], [0.51, -0.04, 0.21], [-0.06, -0.09, 0.16], [-0.26, -0.16, 0.10], [-0.79, -0.35, 0.03], [-0.25, -0.01, 0.34], [0.37, 0.20, -0.30], [-0.08, -0.14, -0.51], [-0.09, 0.26, -0.10], [0.07, -0.08, 0.23], [0.26, 0.01, 0.17], [0.33, -0.04, -0.34], [0.28, -0.24, 0.20], [-0.48, 0.04, -0.22], [-0.04, 0.07, 0.09], [-0.09, -0.07, -0.05], [0.15, -0.03, 0.15], [0.32, 0.03, 0.27], [0.17, -0.17, -0.26], [0.17, -0.06, -0.26], [0.24, -0.07, -0.04], [0.08, -0.22, 0.04], [0.26, -0.24, 0.09], [-0.40, 0.00, -0.24], [-0.10, -0.01, -0.33], [0.07, 0.03, 0.06], [-0.12, -0.04, 0.21], [-0.29, 0.15, 0.13], [0.02, 0.23, -0.07], [-0.28, 0.14, -0.30], [-0.14, 0.06, 0.03], [0.00, 0.07, -0.36], [0.08, 0.35, -0.01], [-0.28, -0.08, 0.02], [0.12, -0.02, 0.42], [-0.22, 0.02, 0.08], [0.07, 0.29, 0.18], [0.13, -0.14, -0.11], [-0.21, 0.03, -0.04], [-0.20, -0.09, 0.27], [0.37, 0.34, -0.13]],
  "energy_ha": -4574.363217,
  "lumo_ev": -0.35,
  "gap_ev": 7.723
}

{
  "formula": "C18H32Cl8O9",
  "method": "ωB97M-V/def2-TZVPD",
  "elements": ["Cl", "Cl", "Cl", "Cl", "Cl", "Cl", "Cl", "Cl", "O", "O", "O", "O", "O", "O", "O", "O", "O", "C", "C", "C", "C", "C", "C", "C", "C", "C", "C", "C", "C", "C", "C", "C", "C", "C", "C", "H", "H", "H", "H", "H", "H", "H", "H", "H", "H", "H", "H", "H", "H", "H", "H", "H", "H", "H", "H", "H", "H", "H", "H", "H", "H", "H", "H", "H", "H", "H", "H"],
  "positions_angstrom": [[-3.3074, -1.2233, -3.7841], [-1.1553, 1.8121, -0.1790], [0.4658, 1.4092, -2.3983], [-2.4583, -1.3248, -0.4758], [-2.7446, -3.8195, 1.7146], [1.0586, -3.1756, 1.9452], [-0.1967, -0.2622, 2.1273], [-1.3014, -0.4802, -5.6909], [1.4362, -1.6674, -1.1670], [-0.2757, 1.7225, 5.5171], [-1.1158, 4.5117, -0.4514], [3.4639, -2.4677, -0.6622], [-0.8978, 3.6200, 1.6007], [-0.2935, 0.1419, 3.9413], [3.0762, -0.4536, -0.1931], [0.8997, -0.1554, 5.6656], [-2.9039, 3.7259, 0.5232], [4.5213, -0.4932, -0.1233], [-2.6820, -2.6242, -2.9832], [-1.5716, 3.9069, 0.6130], [0.2443, 4.6533, -0.8810], [-0.3280, 0.3267, -0.5394], [-0.2817, -2.8961, 0.7736], [-3.5560, 2.9298, 1.4731], [4.7701, -2.0024, -0.2845], [1.1952, -1.2911, 4.8830], [0.6463, -0.0428, 0.5697], [0.1138, 0.6644, 5.0501], [0.7187, 3.4785, -1.7572], [2.5712, -1.5172, -0.7666], [-0.1009, 0.1242, -3.5158], [-1.6392, -2.2165, -1.8247], [-1.6046, -2.4181, 1.4748], [0.2112, -1.1256, 3.8005], [-0.8263, 0.8181, -4.6668], [-2.2771, -1.6705, 1.0542], [5.0172, 0.1380, -0.8606], [-1.2193, -0.2903, -0.6533], [1.0743, 2.7337, -1.0452], [0.7793, -1.2454, 2.8780], [-0.5029, -1.9285, 3.9838], [-3.5256, -3.1231, -2.5062], [-1.3141, -2.1328, 2.4859], [5.0904, -2.4664, 0.6483], [0.9509, 4.8459, -0.0737], [-3.4007, 3.3195, 2.4792], [1.4215, 3.8725, -2.4912], [4.8168, -0.1584, 0.8710], [-0.0611, 1.4641, -5.0972], [-0.3842, -3.8392, 0.2368], [5.4573, -2.1053, -1.1243], [-1.6959, 1.3387, -4.2656], [-4.6214, 2.7527, 1.3259], [0.1727, 0.5016, -1.4916], [1.4068, 0.7202, 0.7363], [1.1740, -0.9705, 0.3482], [-1.1693, -3.1239, -1.4455], [0.7751, -0.4198, -3.8688], [0.1474, 5.5397, -1.5079], [-3.0347, 1.9748, 1.4072], [-0.9221, -1.5575, -2.3141], [0.0626, -2.1811, 0.0263], [-2.4474, -3.3048, -3.8016], [-0.7788, -0.5308, -2.9685], [2.2229, -1.2423, 4.5231], [0.7934, -2.1490, 5.4222], [-0.1597, 3.0497, -2.2396]],
  "forces_ev_per_a": [[-1.37, 0.93, 0.37], [-0.16, -2.15, -0.89], [3.70, 1.31, -12.72], [-4.95, -0.78, -7.43], [0.09, -0.23, -0.18], [0.04, -0.66, -0.78], [-2.51, 7.60, -17.77], [0.34, -0.42, -2.23], [2.35, -0.57, -1.71], [0.83, -1.50, -1.08], [-1.00, 0.65, -1.19], [1.20, -2.51, -0.90], [-1.15, 1.24, -0.84], [-2.13, 1.16, 5.21], [0.88, 2.93, -0.46], [2.59, -0.25, 2.71], [-0.13, 1.50, -1.63], [-0.43, -0.64, 1.07], [-0.21, -0.48, 1.97], [1.09, 0.64, 3.84], [0.19, 0.32, -0.32], [-0.55, -2.51, 3.57], [-1.38, 0.33, -0.26], [1.08, -1.13, 1.42], [-0.34, 1.12, -0.49], [-0.87, 0.17, 1.56], [-1.64, 0.14, -0.47], [-1.79, 3.79, 3.18], [-0.97, 4.23, 2.09], [-0.23, -0.97, -0.24], [0.44, 0.39, 0.05], [-1.56, -1.12, -2.23], [1.03, -2.56, 4.12], [3.39, -6.00, 5.60], [1.18, 0.00, 1.77], [1.84, -1.42, 3.16], [-0.47, -0.07, -0.21], [2.82, 0.99, 0.29], [0.68, 0.62, -0.17], [0.73, -2.00, 3.43], [-0.52, 0.49, -0.65], [-0.03, 0.13, 0.21], [-0.62, -0.81, -0.45], [-0.05, -0.23, -0.34], [-0.36, 0.05, 0.30], [-0.01, 0.07, 0.01], [0.22, -0.37, 0.18], [-0.19, 0.17, -0.10], [-0.63, 0.19, -0.52], [-0.25, -0.05, 0.38], [0.01, -0.77, 0.26], [0.08, 0.17, -0.33], [0.18, 0.65, -0.76], [-1.45, -4.80, 5.51], [-0.44, 0.25, 0.15], [-1.32, 1.43, 1.31], [-0.18, 0.27, 0.04], [-0.20, -0.12, -0.05], [0.29, 0.09, 0.13], [-0.36, -0.32, 0.48], [-0.11, -1.11, 1.41], [-0.20, -0.36, 0.66], [1.25, -0.03, 0.43], [0.45, 1.24, -0.77], [0.09, -0.44, 0.50], [1.57, -0.33, 0.41], [0.13, 2.44, 0.37]],
  "energy_ha": -5062.912820,
  "lumo_ev": -0.12,
  "gap_ev": 7.053
}

{
  "formula": "C10H11N3O2",
  "method": "ωB97M-V/def2-TZVPD",
  "elements": ["O", "O", "N", "N", "N", "C", "C", "C", "C", "C", "C", "C", "C", "C", "C", "H", "H", "H", "H", "H", "H", "H", "H", "H", "H", "H"],
  "positions_angstrom": [[-1.8888, 2.0335, 1.3616], [-2.2919, 2.2435, -0.7486], [-1.6985, -1.9192, 0.5752], [-1.8775, 1.6205, 0.2136], [0.1937, -0.8061, 1.5008], [2.5350, -0.2143, 0.9612], [1.1472, -0.1361, 0.8052], [-1.3225, 0.3463, -0.0368], [-1.4914, -1.8586, -0.8685], [3.3436, 0.6262, 0.2146], [-1.7327, -0.3964, -1.2817], [-1.2012, -0.6574, 1.1043], [1.4482, 1.6279, -0.8894], [0.7207, 0.7764, -0.1344], [2.8288, 1.5429, -0.6884], [-1.1659, -0.1069, -2.1633], [-2.1388, -2.5657, -1.3805], [-1.7695, -0.3432, 1.9894], [4.4139, 0.5660, 0.3449], [3.4840, 2.1949, -1.2428], [1.0074, 2.3180, -1.5897], [-2.7910, -0.2014, -1.4849], [0.4175, -1.6139, 2.0550], [-0.4496, -2.1297, -1.0646], [2.9627, -0.9184, 1.6583], [-2.6836, -2.0287, 0.7896]],
  "forces_ev_per_a": [[-0.03, 0.00, 0.02], [-0.05, 0.09, -0.12], [-0.35, -0.10, 0.24], [-0.57, 1.08, 0.42], [-0.24, -0.10, 0.14], [-0.24, -0.16, 0.12], [0.61, 0.42, -0.20], [4.99, -0.36, -0.63], [0.23, 0.10, -0.15], [0.11, 0.06, -0.08], [-0.29, -0.07, -0.02], [-0.25, -0.02, 0.54], [0.36, -0.01, -0.04], [-4.49, -1.10, 0.39], [0.00, 0.17, -0.15], [-0.03, 0.08, 0.02], [0.03, -0.02, -0.04], [-0.05, -0.10, -0.29], [0.09, -0.01, 0.02], [0.12, 0.06, -0.05], [-0.09, 0.08, -0.09], [0.02, -0.07, 0.00], [0.04, -0.02, -0.06], [-0.08, -0.02, -0.12], [0.09, -0.06, 0.11], [0.05, 0.08, 0.00]],
  "energy_ha": -702.259294,
  "lumo_ev": -0.17,
  "gap_ev": 7.960
}